1.
Molecular formula: C34H73BrFNO8Si
Method: DFT, ωB97M-V/def2-TZVPD

CARTESIAN COORDINATES (ANGSTROEM)
C: 5.66 -3.55 -1.56
O: 5.98 -2.28 -2.09
C: 6.62 -1.41 -1.18
C: 6.66 0.01 -1.75
C: 5.43 0.43 -2.58
C: 4.63 1.57 -1.94
Si: 3.35 1.19 -0.61
Br: 3.17 -1.02 -0.31
C: 1.70 1.92 -1.11
C: 0.74 0.95 -1.82
C: 0.08 0.01 -0.86
O: -0.01 0.24 0.31
N: -0.44 -1.21 -1.44
C: -1.87 -1.27 -1.39
C: -2.52 -2.20 -0.57
C: -3.91 -2.24 -0.54
C: -4.67 -1.36 -1.30
C: -4.02 -0.43 -2.12
C: -2.63 -0.39 -2.17
C: 3.82 1.90 1.09
C: 4.34 3.31 1.07
F: 4.80 1.07 1.68
H: 6.05 -3.67 -0.55
H: 6.09 -4.32 -2.20
H: 4.58 -3.67 -1.52
H: 7.64 -1.76 -1.01
H: 6.10 -1.41 -0.22
H: 7.55 0.10 -2.37
H: 6.77 0.69 -0.91
H: 5.79 0.80 -3.54
H: 4.79 -0.42 -2.81
H: 4.06 2.05 -2.74
H: 5.31 2.33 -1.56
H: 1.18 2.35 -0.25
H: 1.92 2.75 -1.78
H: 1.21 0.40 -2.63
H: -0.07 1.52 -2.28
H: -0.05 -1.96 -0.89
H: -1.93 -2.88 0.03
H: -4.40 -2.96 0.11
H: -5.74 -1.38 -1.26
H: -4.59 0.26 -2.72
H: -2.12 0.30 -2.83
H: 2.93 1.84 1.72
H: 3.55 3.99 0.77
H: 5.20 3.43 0.40
H: 4.66 3.59 2.07
C: -0.09 0.04 -7.17
C: -0.84 -0.68 -6.06
C: -1.87 -1.66 -6.61
O: -1.47 0.27 -5.20
H: -0.79 0.63 -7.77
H: 0.64 0.73 -6.74
H: 0.43 -0.65 -7.83
H: -0.13 -1.22 -5.43
H: -2.62 -1.13 -7.20
H: -2.38 -2.16 -5.79
H: -1.40 -2.42 -7.23
H: -2.11 0.76 -5.73
C: -4.33 -7.04 -5.83
C: -3.27 -5.97 -5.68
C: -3.66 -4.92 -4.65
O: -3.02 -5.35 -6.94
H: -5.28 -6.60 -6.16
H: -4.03 -7.78 -6.57
H: -4.51 -7.56 -4.88
H: -2.32 -6.43 -5.39
H: -4.58 -4.42 -4.95
H: -2.88 -4.17 -4.55
H: -3.83 -5.37 -3.67
H: -3.83 -4.93 -7.23
C: 0.87 3.15 4.36
C: 2.13 4.00 4.30
C: 2.10 5.11 5.34
O: 2.30 4.55 2.99
H: -0.01 3.76 4.15
H: 0.90 2.36 3.61
H: 0.75 2.69 5.34
H: 3.00 3.37 4.46
H: 1.26 5.77 5.17
H: 3.01 5.70 5.29
H: 2.01 4.70 6.35
H: 1.54 5.11 2.81
C: 2.57 4.45 -6.14
C: 1.76 3.93 -4.97
C: 0.29 3.79 -5.31
O: 1.94 4.77 -3.83
H: 2.22 5.45 -6.43
H: 3.63 4.53 -5.87
H: 2.48 3.80 -7.01
H: 2.15 2.95 -4.67
H: -0.14 4.76 -5.58
H: -0.27 3.40 -4.46
H: 0.15 3.11 -6.16
H: 1.61 5.64 -4.05
C: -0.55 0.56 7.37
C: -1.30 1.44 8.36
C: -2.77 1.08 8.42
O: -1.12 2.82 8.03
H: -0.95 0.70 6.36
H: 0.51 0.83 7.35
H: -0.63 -0.49 7.63
H: -0.85 1.33 9.35
H: -3.24 1.23 7.44
H: -3.29 1.72 9.14
H: -2.92 0.04 8.71
H: -1.50 2.96 7.15
C: -4.40 -3.49 8.63
C: -5.15 -2.59 9.60
C: -6.62 -2.95 9.69
O: -4.99 -1.22 9.24
H: -4.81 -3.38 7.63
H: -3.35 -3.22 8.59
H: -4.48 -4.54 8.93
H: -4.70 -2.67 10.59
H: -7.10 -2.83 8.71
H: -7.14 -2.29 10.39
H: -6.76 -3.98 10.01
H: -5.37 -1.10 8.36

Computed properties:
LUMO energy in eV: 0.6
Largest force on an atom in hartree/bohr: 0.01232
HOMO-LUMO gap in eV: 8.93
Molar mass in g mol⁻¹: 750.95
Structure (SMILES): COCCCC[Si@](Br)(CCC(=O)Nc1ccccc1)[C@H](C)F.CC(C)O.CC(C)O.CC(C)O.CC(C)O.CC(C)O.CC(C)O
Charge: 0


2.
Molecular formula: C34H73N2O9PS2
Method: DFT, ωB97M-V/def2-TZVPD

CARTESIAN COORDINATES (ANGSTROEM)
C: 2.61 -0.19 3.58
C: 1.08 -0.11 3.68
P: 0.15 0.64 2.27
C: 1.41 1.43 1.17
C: 1.42 0.94 -0.28
C: -0.45 -0.79 1.29
C: -1.71 -0.77 0.75
O: -2.45 0.32 1.03
C: -2.88 1.17 -0.02
C: -4.17 1.88 0.36
C: -3.96 2.66 1.65
O: -5.25 0.96 0.49
C: -2.22 -1.87 -0.04
S: -3.88 -1.75 -0.65
C: -1.47 -2.96 -0.33
C: -1.92 -4.11 -1.17
C: -1.68 -3.92 -2.69
C: -0.98 -2.63 -3.11
C: 0.55 -2.61 -2.87
C: 1.35 -2.32 -4.13
C: 2.75 -1.68 -3.95
C: 3.41 -1.84 -2.57
C: 3.77 -3.27 -2.21
O: 4.34 -3.93 -3.32
C: 4.37 -5.33 -3.15
C: -0.17 -3.01 0.23
N: 0.71 -4.01 0.09
S: 2.02 -3.60 0.90
N: 1.57 -2.18 1.48
C: 0.33 -1.94 1.04
H: 3.06 0.77 3.83
H: 2.94 -0.48 2.59
H: 3.00 -0.92 4.29
H: 0.83 0.51 4.54
H: 0.66 -1.11 3.83
H: 1.17 2.50 1.17
H: 2.41 1.35 1.60
H: 1.55 -0.14 -0.34
H: 2.23 1.42 -0.82
H: 0.50 1.23 -0.78
H: -2.94 0.65 -0.98
H: -2.14 1.97 -0.14
H: -4.43 2.58 -0.44
H: -3.08 3.28 1.58
H: -3.84 1.97 2.48
H: -4.83 3.28 1.87
H: -5.42 0.84 1.43
H: -4.29 -2.96 -0.27
H: -2.98 -4.29 -1.02
H: -1.40 -5.00 -0.82
H: -1.10 -4.75 -3.08
H: -2.64 -3.95 -3.20
H: -1.14 -2.53 -4.19
H: -1.45 -1.76 -2.66
H: 0.82 -3.59 -2.47
H: 0.76 -1.87 -2.09
H: 0.76 -1.63 -4.75
H: 1.45 -3.23 -4.73
H: 3.43 -2.13 -4.67
H: 2.67 -0.61 -4.14
H: 2.83 -1.40 -1.77
H: 4.34 -1.27 -2.60
H: 4.45 -3.28 -1.35
H: 2.87 -3.81 -1.89
H: 5.06 -5.74 -3.88
H: 4.71 -5.60 -2.14
H: 3.37 -5.76 -3.28
C: -3.10 6.35 -1.19
C: -4.11 6.17 -0.07
O: -3.50 5.73 1.14
H: -2.56 5.42 -1.37
H: -3.59 6.67 -2.11
H: -2.36 7.11 -0.92
H: -4.83 5.40 -0.34
H: -4.65 7.10 0.11
H: -2.87 6.41 1.41
C: 0.83 -8.64 -4.36
C: 0.37 -7.28 -3.88
O: -0.74 -6.79 -4.63
H: 1.10 -8.60 -5.42
H: 1.70 -8.98 -3.79
H: 0.04 -9.38 -4.25
H: 1.16 -6.54 -4.01
H: 0.11 -7.32 -2.82
H: -1.47 -7.41 -4.53
C: -2.16 -6.02 2.16
C: -1.72 -7.39 1.67
O: -1.24 -7.34 0.33
H: -2.92 -5.61 1.50
H: -2.55 -6.05 3.18
H: -1.31 -5.33 2.14
H: -2.56 -8.08 1.66
H: -0.95 -7.80 2.33
H: -0.48 -6.74 0.31
C: 7.60 -0.09 -4.89
C: 6.90 -0.39 -3.58
O: 5.96 0.62 -3.24
H: 8.11 0.88 -4.84
H: 8.33 -0.86 -5.14
H: 6.88 -0.03 -5.71
H: 7.62 -0.44 -2.77
H: 6.40 -1.37 -3.64
H: 5.31 0.66 -3.95
C: -3.11 9.68 4.29
C: -3.00 8.22 3.89
O: -2.66 8.08 2.51
H: -3.86 10.18 3.68
H: -3.39 9.77 5.34
H: -2.16 10.19 4.15
H: -3.95 7.71 4.02
H: -2.25 7.71 4.51
H: -1.81 8.52 2.37
C: -0.82 10.34 8.06
C: -0.68 8.90 7.61
O: -0.29 8.79 6.25
H: -1.55 10.86 7.44
H: -1.13 10.40 9.10
H: 0.13 10.87 7.96
H: -1.63 8.38 7.70
H: 0.05 8.38 8.24
H: 0.55 9.23 6.14

Computed properties:
LUMO energy in eV: -0.5
Largest force on an atom in hartree/bohr: 0.02256
HOMO-LUMO gap in eV: 7.20
Molar mass in g mol⁻¹: 749.07
Charge: 0


3.
Molecular formula: C34H73N3O3
Method: DFT, ωB97M-V/def2-TZVPD

CARTESIAN COORDINATES (ANGSTROEM)
O: 2.66 -19.30 -20.32
C: 1.39 -18.93 -20.23
O: 0.82 -18.72 -19.12
O: 0.72 -18.93 -21.24
H: 2.98 -19.24 -19.42
C: -0.73 -13.43 -20.25
C: -2.28 -13.64 -20.32
C: -2.82 -15.11 -20.38
C: -2.60 -16.04 -19.13
N: -3.37 -17.41 -19.34
C: -2.83 -18.43 -18.20
C: -2.96 -19.79 -18.79
C: -3.01 -19.61 -20.32
C: -2.88 -18.13 -20.64
C: -4.94 -17.31 -19.29
C: -5.47 -16.74 -17.96
C: -6.95 -16.89 -17.81
H: -0.28 -13.92 -19.38
H: -0.39 -12.41 -20.08
H: -0.10 -13.68 -21.10
H: -2.67 -12.90 -21.02
H: -2.66 -13.22 -19.39
H: -2.39 -15.66 -21.21
H: -3.87 -15.08 -20.68
H: -2.91 -15.45 -18.27
H: -1.53 -16.20 -19.02
H: -3.27 -18.33 -17.21
H: -1.76 -18.26 -18.13
H: -3.72 -20.48 -18.43
H: -2.01 -20.23 -18.51
H: -3.95 -20.05 -20.66
H: -2.29 -20.28 -20.78
H: -3.61 -17.78 -21.38
H: -1.84 -17.81 -20.71
H: -5.29 -18.32 -19.51
H: -5.17 -16.78 -20.21
H: -5.24 -15.68 -17.97
H: -4.97 -17.08 -17.05
H: -7.15 -17.10 -16.76
H: -7.29 -17.69 -18.46
H: -7.69 -16.16 -18.14
C: 6.08 -19.68 -21.02
C: 7.35 -19.54 -20.15
C: 7.01 -19.19 -18.66
C: 6.08 -17.98 -18.53
N: 5.36 -17.51 -17.17
C: 4.11 -18.37 -16.83
C: 4.04 -18.33 -15.28
C: 5.34 -17.70 -14.76
C: 6.32 -17.61 -15.98
C: 5.07 -15.97 -17.14
C: 4.12 -15.53 -18.23
C: 3.88 -14.03 -18.42
H: 5.18 -19.78 -20.42
H: 6.19 -20.60 -21.60
H: 5.88 -18.88 -21.73
H: 8.00 -18.80 -20.62
H: 7.76 -20.54 -20.10
H: 7.92 -18.87 -18.16
H: 6.55 -20.02 -18.13
H: 5.18 -18.04 -19.15
H: 6.50 -17.04 -18.90
H: 3.35 -17.89 -17.45
H: 4.36 -19.32 -17.30
H: 3.20 -17.79 -14.83
H: 3.92 -19.33 -14.88
H: 5.24 -16.69 -14.37
H: 5.66 -18.32 -13.92
H: 7.19 -16.97 -16.14
H: 6.77 -18.60 -16.08
H: 6.01 -15.42 -17.24
H: 4.62 -15.79 -16.16
H: 3.15 -16.05 -18.20
H: 4.47 -15.79 -19.23
H: 4.82 -13.51 -18.25
H: 2.96 -13.68 -17.95
H: 3.77 -13.81 -19.48
C: 4.05 -22.08 -26.54
C: 2.88 -21.84 -25.64
C: 2.67 -20.48 -24.97
C: 2.52 -19.30 -26.06
N: 1.85 -18.04 -25.39
C: 0.40 -18.37 -25.05
C: -0.53 -17.32 -25.63
C: 0.33 -16.33 -26.30
C: 1.68 -17.04 -26.63
C: 2.64 -17.48 -24.18
C: 4.13 -17.18 -24.34
C: 4.66 -16.59 -22.95
H: 4.29 -21.07 -26.89
H: 3.90 -22.69 -27.43
H: 4.90 -22.52 -26.01
H: 2.85 -22.69 -24.96
H: 2.00 -21.93 -26.28
H: 3.41 -20.18 -24.23
H: 1.81 -20.61 -24.30
H: 1.85 -19.64 -26.85
H: 3.44 -19.03 -26.58
H: 0.36 -18.34 -23.96
H: 0.24 -19.39 -25.38
H: -1.12 -16.83 -24.85
H: -1.32 -17.70 -26.27
H: 0.54 -15.47 -25.66
H: -0.08 -15.91 -27.22
H: 2.56 -16.41 -26.64
H: 1.70 -17.61 -27.56
H: 2.37 -18.30 -23.52
H: 2.08 -16.57 -23.95
H: 4.27 -16.66 -25.29
H: 4.71 -17.99 -24.78
H: 5.72 -16.65 -22.72
H: 4.29 -17.13 -22.07
H: 4.39 -15.55 -22.81

Computed properties:
LUMO energy (spin up / spin down) in eV: -1.4 / -1.4
Largest force on an atom in hartree/bohr: 0.08802
Multiplicity: 2
HOMO-LUMO gap (spin up / spin down) in eV: 1.87 / 7.89
Molar mass in g mol⁻¹: 571.98
<S²>: 0.751
Charge: +1


4.
Molecular formula: C34H73N3O8S2
Method: DFT, ωB97M-V/def2-TZVPD

CARTESIAN COORDINATES (ANGSTROEM)
C: 1.27 1.85 -3.51
C: 2.16 3.08 -3.89
C: 1.31 4.40 -3.78
C: 1.16 4.94 -2.39
C: 2.59 5.29 -1.87
C: 3.56 4.10 -1.85
N: 3.38 3.30 -3.06
O: 4.14 2.17 -3.05
C: 4.97 4.79 -1.88
C: 3.45 3.30 -0.56
C: 2.60 3.01 -5.48
H: 0.42 1.84 -4.18
H: 0.81 1.92 -2.52
H: 1.59 0.81 -3.56
H: 1.64 5.24 -4.38
H: 0.37 4.13 -4.25
H: 0.70 4.17 -1.78
H: 0.51 5.82 -2.32
H: 2.33 5.54 -0.84
H: 3.02 6.23 -2.21
H: 5.07 5.65 -1.22
H: 5.87 4.19 -1.74
H: 5.03 5.25 -2.86
H: 3.82 3.81 0.33
H: 2.49 2.78 -0.53
H: 4.17 2.48 -0.50
H: 1.67 3.05 -6.04
H: 3.25 2.19 -5.78
H: 3.09 3.98 -5.62
H: 3.49 1.47 -3.16
C: 0.24 1.66 1.59
C: -1.06 0.78 1.86
C: -1.81 1.55 3.02
C: -2.67 2.72 2.53
C: -3.57 2.25 1.32
C: -2.84 1.53 0.15
N: -1.99 0.54 0.73
O: -1.27 -0.24 -0.21
C: -3.96 0.91 -0.71
C: -2.10 2.55 -0.82
C: -0.48 -0.45 2.56
H: 0.80 1.11 0.84
H: 0.90 1.70 2.46
H: -0.06 2.68 1.36
H: -2.33 0.85 3.67
H: -1.12 2.11 3.64
H: -2.05 3.60 2.31
H: -3.33 3.03 3.34
H: -4.34 2.96 1.04
H: -4.20 1.56 1.89
H: -4.69 0.34 -0.13
H: -4.63 1.69 -1.06
H: -3.65 0.28 -1.55
H: -2.16 2.18 -1.84
H: -2.60 3.51 -0.67
H: -1.01 2.60 -0.78
H: 0.55 -0.68 2.31
H: -1.22 -1.23 2.37
H: -0.46 -0.42 3.65
H: -1.89 -0.97 -0.18
C: 2.46 -3.64 2.53
C: 3.76 -3.27 3.16
C: 4.00 -1.70 3.23
C: 3.06 -0.98 4.27
C: 3.29 -1.43 5.61
C: 3.05 -2.94 5.77
N: 3.61 -3.73 4.62
O: 3.38 -5.22 4.71
C: 3.49 -3.43 7.15
C: 1.55 -3.15 5.68
C: 5.00 -3.74 2.42
H: 2.39 -4.72 2.65
H: 2.42 -3.31 1.50
H: 1.58 -3.25 3.06
H: 5.00 -1.33 3.44
H: 3.70 -1.32 2.26
H: 2.05 -0.79 3.91
H: 3.39 0.06 4.22
H: 2.62 -0.84 6.22
H: 4.24 -1.03 5.97
H: 3.18 -2.80 7.98
H: 3.05 -4.35 7.55
H: 4.55 -3.59 7.32
H: 1.04 -3.11 6.64
H: 0.96 -2.34 5.24
H: 1.14 -4.07 5.26
H: 4.93 -4.83 2.44
H: 6.00 -3.43 2.75
H: 5.00 -3.34 1.41
H: 2.62 -5.33 4.13
C: -5.81 -1.43 -3.68
S: -5.66 -2.97 -4.76
O: -6.91 -3.82 -4.43
C: -5.98 -2.03 -6.33
H: -5.36 -1.84 -2.77
H: -6.86 -1.11 -3.67
H: -5.16 -0.64 -4.06
H: -5.06 -1.68 -6.79
H: -6.62 -1.15 -6.27
H: -6.42 -2.62 -7.13
C: -3.39 -2.86 2.02
S: -4.69 -2.72 0.67
O: -3.97 -2.60 -0.64
C: -5.19 -4.48 0.85
H: -3.85 -3.24 2.93
H: -3.02 -1.87 2.28
H: -2.54 -3.45 1.67
H: -4.66 -5.25 0.29
H: -6.20 -4.63 0.47
H: -5.10 -4.79 1.89
C: -0.75 -1.52 -4.23
C: -2.10 -0.85 -3.79
O: -2.67 -0.46 -5.03
C: -1.73 -0.39 -5.89
O: -1.86 0.21 -6.96
O: -0.56 -0.95 -5.46
H: -0.80 -2.60 -4.36
H: 0.12 -1.13 -3.70
H: -1.99 0.00 -3.13
H: -2.62 -1.68 -3.31

Computed properties:
LUMO energy (spin up / spin down) in eV: 2.1 / 2.1
Largest force on an atom in hartree/bohr: 0.12194
Multiplicity: 2
HOMO-LUMO gap (spin up / spin down) in eV: 1.72 / 8.18
Molar mass in g mol⁻¹: 716.10
<S²>: 0.750
Charge: -1